Here is C29H37As2CrN4O2S2 as an isolated structure from the OMol25 dataset. Energies are from ωB97M-V/def2-TZVPD.

```
77
Properties=species:S:1:pos:R:3
Cr -1.8015 -0.3153 0.0971
N -2.6417 1.2534 1.4976
N -2.8075 2.3472 0.6171
C -3.2372 1.9886 -0.6691
O -3.7338 2.7864 -1.4070
O -3.0274 0.7016 -0.9358
H -3.5205 1.0253 1.9607
H -1.9696 1.5085 2.2145
H -3.2610 3.1709 0.9908
C -3.5275 -1.5844 3.3019
As -2.8020 -2.0302 1.5648
C -1.7012 -3.5689 1.9853
C -4.2678 -2.8189 0.5892
C -5.3357 -3.4510 1.2155
C -6.3456 -4.0119 0.4474
C -6.2869 -3.9459 -0.9395
C -5.2161 -3.3239 -1.5650
C -4.2045 -2.7569 -0.7987
As -2.6640 -1.9017 -1.5925
C -3.2836 -1.1587 -3.2535
C -1.5683 -3.3919 -2.1754
H -3.7195 -2.4994 3.8558
H -4.4540 -1.0250 3.1926
H -2.8004 -0.9885 3.8509
H -2.3588 -4.3596 2.3383
H -0.9791 -3.3137 2.7579
H -1.1746 -3.9044 1.0956
H -5.3914 -3.5055 2.2953
H -7.1827 -4.4984 0.9307
H -7.0809 -4.3774 -1.5346
H -5.1816 -3.2768 -2.6460
H -3.5237 -1.9675 -3.9385
H -2.4954 -0.5410 -3.6783
H -4.1510 -0.5347 -3.0639
H -2.2073 -4.1265 -2.6603
H -1.0595 -3.8544 -1.3332
H -0.8316 -3.0235 -2.8867
S -0.0206 -0.4939 1.6123
C 1.4153 -0.0927 0.7924
N 2.5207 0.2243 1.3947
C 3.6999 0.6265 0.6009
C 3.7851 -0.2386 -0.6176
N 2.5179 -0.1501 -1.3610
C 2.6481 -0.1025 -2.8365
C 3.2924 1.1952 -3.2590
C 4.5462 1.1934 -3.8560
C 5.1369 2.3926 -4.2355
C 4.4785 3.5919 -4.0094
C 3.2236 3.5969 -3.4096
C 2.6304 2.4015 -3.0363
C 1.3885 -0.0783 -0.7220
S -0.1124 0.0483 -1.4990
C 2.6563 0.3887 2.8609
C 2.9862 1.8244 3.1876
C 4.2071 2.1535 3.7607
C 4.5043 3.4799 4.0509
C 3.5862 4.4765 3.7570
C 2.3647 4.1507 3.1765
C 2.0649 2.8280 2.8948
H 4.5854 0.5073 1.2205
H 3.6092 1.6822 0.3375
H 3.9760 -1.2832 -0.3609
H 4.5816 0.1146 -1.2685
H 1.6630 -0.2254 -3.2725
H 3.2671 -0.9522 -3.1269
H 5.0590 0.2556 -4.0433
H 6.1090 2.3863 -4.7106
H 4.9378 4.5249 -4.3086
H 2.7028 4.5317 -3.2472
H 1.6396 2.4065 -2.5914
H 3.4593 -0.2737 3.1847
H 1.7331 0.0663 3.3285
H 4.9250 1.3757 3.9981
H 5.4528 3.7314 4.5069
H 3.8186 5.5087 3.9844
H 1.6473 4.9294 2.9522
H 1.1077 2.5717 2.4493
```

Calculated values
Net charge = +2
Kohn-Sham gap (alpha / beta) = 6.89 / 6.88 eV
Maximum force = 0.87 eV Å⁻¹
E = -7808.68630 Ha
Energy above the lowest of the compared OMol25 structures with the same formula, charge and spin = 0.726 eV
LUMO energy (alpha / beta) = -7.11 / -7.08 eV
<S²> = 0.769
E_HOMO (alpha / beta) = -14.00 / -13.96 eV
Multiplicity = 2